Below is a 10-piece molecular cluster, C30H70N10O10 overall in a non-equilibrium geometry, with properties calculated with wB97M-V/def2-TZVPD.

ORCA input file:
```
! wB97M-V def2-TZVPD RIJCOSX def2/J DEFGRID3
* xyz 0 1
C 0.30802 -3.28165 -1.37021
C -0.91145 -3.13678 -2.31009
O -1.04573 -3.90933 -3.18185
N -1.77192 -2.14353 -2.02103
C -2.90974 -1.85817 -2.87395
H 0.42027 -3.17245 -0.37052
H 1.33035 -2.88637 -1.77186
H 0.51759 -4.21010 -1.30984
H -1.71044 -1.38492 -1.36313
H -3.59616 -2.55383 -2.95787
H -2.44382 -1.62203 -3.80123
H -3.60706 -0.89204 -2.52388
C 2.07129 -1.25701 -4.81804
C 1.11644 -0.47650 -5.61342
O 0.03436 -0.86462 -5.94082
N 1.30558 0.85133 -5.84765
C 0.53282 1.63260 -6.68047
H 2.96779 -1.24379 -5.32848
H 1.67066 -2.30565 -4.41104
H 2.09712 -0.51682 -3.92334
H 2.21636 1.29606 -5.62183
H 0.84939 2.65565 -6.73767
H -0.36671 1.63440 -6.21140
H 0.47814 1.14731 -7.63555
C -4.76301 -2.09126 0.40494
C -4.52684 -3.61669 0.32271
O -5.22581 -4.48826 0.79331
N -3.55126 -3.97558 -0.47525
C -3.10820 -5.31130 -0.53597
H -5.19104 -1.89498 -0.30182
H -3.74252 -1.64036 0.36444
H -5.08437 -1.73203 1.50320
H -2.98441 -3.27331 -1.03298
H -3.59606 -5.98476 0.25675
H -1.94774 -5.37960 -0.22662
H -3.33464 -5.63406 -1.34782
C 3.57948 1.21675 -2.23865
C 4.28532 1.41667 -3.61331
O 3.53517 1.68041 -4.66893
N 5.57420 1.25503 -3.80380
C 6.26806 1.42788 -5.08762
H 4.38628 1.39883 -1.44621
H 3.37474 0.18674 -2.17160
H 2.73457 1.86039 -2.33161
H 6.02076 0.99178 -2.83536
H 6.81935 2.46004 -5.01460
H 5.52977 1.33108 -5.72126
H 7.01908 0.66798 -5.22194
C -0.40782 1.59705 -2.62838
C -0.23651 0.62030 -1.59836
O 0.81261 0.03309 -1.40118
N -1.28691 0.46242 -0.67768
C -1.26745 -0.20799 0.52901
H -0.92760 1.17244 -3.49132
H 0.53526 1.67341 -3.05847
H -0.80466 2.50056 -2.39990
H -2.07600 1.07205 -0.68230
H -0.47611 0.16592 1.44862
H -1.11394 -1.30427 0.20772
H -2.28237 -0.17680 1.07837
C -2.03176 -3.82719 2.82326
C -2.21350 -2.49732 3.46946
O -3.23120 -1.91216 3.24784
N -1.37283 -2.08050 4.34661
C -1.33270 -0.61746 4.84552
H -2.31902 -3.96294 1.81470
H -1.95065 -4.66083 3.50033
H -0.85047 -3.82917 2.49380
H -0.43074 -2.64598 4.37376
H -1.90600 0.09802 4.18380
H -0.28630 -0.32525 5.03418
H -1.63581 -0.67475 5.92193
C -0.40105 3.13729 1.90717
C 0.24082 4.42768 2.04354
O -0.42807 5.44875 1.76171
N 1.45658 4.48065 2.69333
C 2.10454 5.77975 2.75055
H 0.40579 2.54131 1.60089
H -1.02287 3.21454 1.06663
H -1.01506 2.45702 2.74025
H 2.01862 3.70816 2.93702
H 2.45932 6.11984 1.72899
H 3.14466 5.60539 3.22268
H 1.57265 6.55813 3.41472
C 2.72905 -5.09954 4.50499
C 1.95109 -3.92812 3.90865
O 0.90530 -3.53710 4.45365
N 2.38190 -3.32480 2.74990
C 1.66849 -2.26982 2.11415
H 2.36864 -5.94828 4.05056
H 2.45006 -4.91470 5.65733
H 3.73095 -5.07916 4.35118
H 3.07455 -3.93404 2.22473
H 2.44734 -1.71707 1.50173
H 1.36800 -1.67739 2.73393
H 0.77629 -2.96721 1.59918
C -3.56775 4.93055 -1.01696
C -3.82775 3.37366 -0.77363
O -2.95282 2.47732 -0.92299
N -5.05300 3.08715 -0.30728
C -5.48927 1.76469 0.13360
H -2.87439 5.24238 -0.30476
H -4.32202 5.48445 -0.68813
H -3.46054 5.24963 -2.08784
H -5.85929 3.80268 -0.08947
H -5.28406 0.92586 -0.50292
H -6.56393 1.81035 0.38595
H -4.98661 1.46590 0.87415
C 2.94873 1.53392 1.86633
C 2.59261 1.78364 3.31216
O 1.74569 1.12937 3.84272
N 3.24372 2.71688 3.95303
C 2.95638 3.24691 5.28182
H 4.02061 1.06574 1.91621
H 2.97618 2.34796 1.13346
H 2.11210 0.98689 1.40992
H 4.00458 3.26714 3.50699
H 3.72094 3.85514 5.57857
H 2.98787 2.57709 6.11886
H 2.01285 3.74764 5.33657
*
```

## Properties
HOMO = -0.30605 Ha
Lowest unoccupied orbital energy = -0.024 eV
Gap between HOMO and LUMO = 0.305 Ha
Energy relative to the best compared isomer or geometry (same formula, charge and spin) = 17.253 eV

Atom charges from the Mulliken analysis, given in e for atoms 1 to 4: -0.79, 0.65, -0.62, 1.07